101
Properties=species:S:1:pos:R:3:mulliken_charge:R:1 method="wB97M-V/def2-TZVPD" e_lumo_ev=-3.628 homo_ev=-10.336 relative_energy_kj_mol=0.00 total_charge=+1 fmax_ev_per_a=1.0 homo_lumo_gap_ev=6.7
Os -0.44 0.36 -0.20 0.82
As -2.58 1.95 -0.14 1.76
S 3.02 0.66 2.48 -0.27
S -0.08 0.65 2.25 -0.54
F 0.29 -0.92 -6.26 -0.38
N -0.87 -1.73 0.21 0.11
N 1.61 0.37 0.34 0.22
N -0.72 2.14 -0.63 0.34
N 0.31 -3.47 -0.81 0.80
C -2.11 4.22 1.70 0.35
C -5.88 5.21 -4.35 -1.57
C 2.00 4.60 -0.62 -0.97
C 2.94 0.26 -0.09 -0.72
C -1.99 4.73 2.99 -1.13
C 1.71 5.34 -1.77 -0.80
C 2.28 -2.87 0.59 -1.09
C 1.58 -2.73 -0.76 0.96
C -4.69 3.80 -1.01 0.26
C -0.78 -2.97 -0.22 0.79
C -1.81 5.16 0.57 -1.77
C 3.43 -0.02 -1.36 -0.31
C -0.16 -0.16 -2.22 0.33
C 5.22 0.34 0.77 -0.45
C 4.80 -0.11 -1.55 -1.04
C -4.21 3.44 -3.73 -0.78
C -0.72 -1.46 -4.21 -0.92
C 0.34 -4.81 -1.39 -0.83
C -1.97 -3.88 -0.08 -1.98
C 0.85 0.37 -4.38 -0.85
C 0.84 -5.90 -0.45 -1.17
C -2.32 3.99 4.11 0.55
C 1.53 0.54 1.64 0.51
C 3.85 0.42 0.96 0.90
C -2.55 2.90 1.55 2.03
C 0.69 0.61 -3.02 -0.90
C -5.39 4.53 -1.98 -0.88
C -3.50 2.68 -2.81 0.08
C 5.69 0.08 -0.50 -0.66
C -5.14 4.40 -3.33 0.42
C -2.95 2.15 2.66 -0.39
C 0.07 3.23 -1.03 0.67
C -2.19 4.56 5.50 -1.59
C 0.60 5.02 -2.53 -0.97
C -2.82 2.70 3.93 -0.91
C -0.23 3.98 -2.16 0.22
C -3.56 0.78 2.54 -1.42
C 1.19 3.55 -0.25 -0.34
C -3.68 2.93 -1.44 0.39
C -5.15 3.98 0.42 -1.45
C -0.87 -1.18 -2.86 -0.09
C 0.14 -0.67 -4.95 -0.09
C -2.63 1.58 -3.32 -0.98
H -2.47 -3.99 -1.05 0.38
H -3.14 4.55 6.02 0.36
H -6.64 5.83 -3.88 0.36
H 1.24 1.44 -2.59 1.04
H -2.69 -3.44 0.61 0.51
H 1.38 2.98 0.65 0.41
H -0.65 -5.05 -1.78 0.51
H 1.50 0.98 -4.99 0.51
H -5.16 3.05 0.98 0.10
H -2.86 0.03 2.16 0.06
H 2.86 4.86 -0.01 0.48
H -4.54 4.69 0.97 0.25
H -2.33 6.10 0.74 0.67
H -1.64 5.75 3.12 0.38
H 1.91 -5.80 -0.26 0.33
H -2.95 1.27 -4.31 0.59
H 2.36 6.15 -2.06 0.42
H -6.17 4.36 0.41 0.58
H 0.37 5.60 -3.42 0.49
H -3.92 0.44 3.51 0.49
H 5.90 0.46 1.61 0.44
H -6.36 4.57 -5.09 0.38
H -1.49 3.96 6.09 0.33
H -4.42 0.78 1.86 0.33
H -1.27 -2.25 -4.70 0.52
H 1.66 -2.47 1.39 0.18
H -6.17 5.21 -1.65 0.41
H -4.06 3.24 -4.79 0.50
H -1.75 -1.66 0.71 -0.22
H -3.13 2.12 4.79 0.42
H -5.20 5.87 -4.89 0.32
H 5.17 -0.33 -2.54 0.46
H 0.99 -4.75 -2.26 0.46
H 0.32 -5.87 0.51 0.28
H -1.57 -1.78 -2.29 0.43
H 6.76 0.01 -0.68 0.42
H -2.69 0.70 -2.67 0.13
H 0.67 -6.88 -0.90 0.41
H -1.71 -4.87 0.28 0.34
H 2.20 -3.11 -1.57 0.56
H -1.12 3.76 -2.74 0.24
H -1.57 1.85 -3.38 0.19
H 3.22 -2.32 0.58 0.29
H 2.76 -0.20 -2.19 0.56
H -0.74 5.38 0.51 0.47
H 2.51 -3.91 0.82 0.37
H -2.12 4.78 -0.40 -0.14
H 1.37 -1.69 -0.98 -1.61
H -1.82 5.58 5.47 0.38


107
Properties=species:S:1:pos:R:3:mulliken_charge:R:1 method="wB97M-V/def2-TZVPD" e_lumo_ev=-3.081 homo_ev=-10.192 total_charge=+1 fmax_ev_per_a=6.3 homo_lumo_gap_ev=7.1
Ba -0.86 1.06 -1.17 1.45
Sb 1.65 2.51 -0.20 0.46
Sb -1.49 1.89 2.44 0.03
Br -7.71 -3.55 -2.56 -0.17
Br 3.83 -4.17 -6.31 -0.17
Cl -4.08 1.14 -0.09 0.04
Cl -2.77 3.68 -0.41 0.03
S -2.09 -1.64 1.12 -0.28
O -0.05 -0.93 -1.69 -1.31
O 1.00 0.79 -2.53 -1.20
O 2.10 -3.54 -0.38 -0.59
N -0.18 -2.16 2.79 0.18
N 0.26 -2.63 0.52 0.87
N -3.23 0.46 -3.24 0.67
N -1.40 2.53 -3.47 0.16
C -6.46 -1.26 -3.70 -0.69
C 2.91 -3.02 -5.10 0.06
C 3.19 -1.66 -5.11 -0.69
C -1.98 2.03 -4.56 0.72
C -1.48 0.59 4.17 -1.44
C 1.96 -0.90 2.76 1.96
C -3.38 2.76 3.03 -1.38
C 1.35 2.57 4.93 -0.68
C -4.10 -1.53 -2.25 0.18
C -1.74 2.54 -5.84 -1.12
C 1.25 -4.63 1.56 -0.34
C 2.52 -0.83 -4.23 -0.24
C 0.81 -0.45 -2.47 0.72
C 1.58 -1.36 -3.35 0.77
C 1.33 -2.73 -3.34 -0.03
C -4.31 2.85 -0.43 -0.55
C 3.48 1.41 -0.14 -1.23
C -6.29 -2.31 -2.81 0.02
C 1.28 -3.58 0.50 0.76
C -5.44 -0.35 -3.87 -0.39
C 2.50 -6.15 2.95 -0.69
C 3.32 -0.84 3.45 -1.54
C 1.99 3.93 1.45 -1.69
C -0.89 3.62 -5.97 -0.41
C 0.10 -6.09 3.08 -0.94
C -0.30 4.15 -4.84 -0.97
C 0.06 -5.11 2.10 0.29
C -2.93 0.95 -4.38 -0.79
C -0.57 -2.19 1.50 -0.29
C -4.25 -0.47 -3.14 -0.57
C 3.66 2.36 4.40 -0.91
C 2.12 3.31 2.78 1.04
C 2.62 2.20 5.30 -0.79
C 2.36 3.91 -1.67 -1.57
C -0.58 3.56 -3.61 -0.38
C 1.07 3.13 3.68 0.71
C 3.40 2.91 3.16 -0.55
C 1.16 -2.08 3.32 -1.15
C -0.34 3.49 3.40 -1.67
C 2.47 -5.18 1.96 -0.41
C 1.99 -3.56 -4.22 -0.85
C -5.11 -2.46 -2.09 -0.72
C 1.32 -6.60 3.52 -0.39
H 3.87 -1.76 3.28 0.46
H -7.37 -1.15 -4.26 0.43
H -0.82 -6.46 3.50 0.44
H 1.79 -4.62 -4.21 0.46
H -4.19 2.08 2.77 0.39
H 3.50 0.74 0.71 0.15
H 0.54 2.46 5.64 0.40
H 1.34 -7.35 4.29 0.42
H -0.89 -4.74 1.76 0.46
H 3.18 -0.70 4.52 0.35
H -2.23 2.11 -6.70 0.48
H -4.95 3.28 0.34 0.44
H -1.87 1.12 5.03 0.58
H 3.37 4.20 -1.40 0.56
H 3.38 -4.83 1.50 0.48
H 2.37 3.44 -2.65 0.37
H -0.87 3.68 4.34 0.68
H 1.17 4.65 1.39 0.61
H 1.07 -1.98 4.40 0.62
H 4.32 2.10 -0.07 0.51
H -0.70 4.04 -6.95 0.46
H 3.91 -0.01 3.08 0.25
H 2.91 4.45 1.19 0.71
H -4.99 -3.28 -1.41 0.50
H 2.72 0.23 -4.22 0.46
H 0.12 -2.18 -0.39 -0.27
H -0.92 -1.85 3.41 0.40
H 2.08 -1.03 1.68 -0.13
H -3.16 -1.64 -1.71 0.60
H -3.37 2.90 4.10 0.52
H -3.40 0.58 -5.31 0.54
H 3.45 -6.55 3.27 0.42
H 0.36 5.00 -4.90 0.49
H -0.14 3.95 -2.71 0.69
H 1.42 0.04 2.92 -0.74
H 3.55 0.83 -1.05 0.39
H -0.44 4.37 2.77 0.65
H 1.74 4.80 -1.69 0.48
H 4.67 2.08 4.68 0.45
H -4.74 2.96 -1.42 0.37
H 1.72 -3.00 3.12 -0.18
H 2.81 1.80 6.29 0.46
H 4.22 3.06 2.47 0.33
H 0.60 -3.13 -2.65 0.41
H -0.46 0.27 4.39 0.24
H -3.54 3.71 2.55 0.39
H 3.91 -1.27 -5.81 0.45
H -5.57 0.49 -4.54 0.53
H -2.11 -0.27 3.96 0.50


99
Properties=species:S:1:pos:R:3:mulliken_charge:R:1 method="wB97M-V/def2-TZVPD" e_lumo_ev=0.249 homo_ev=-6.940 relative_energy_kj_mol=7.57 fmax_ev_per_a=0.2 homo_lumo_gap_ev=7.2
Au -1.04 0.97 -1.90 0.31
As -0.44 -0.17 1.79 1.56
N -1.37 -1.00 -1.67 -0.44
N 1.75 -0.74 -1.73 0.12
N -1.72 5.04 -1.58 0.22
N -0.99 3.02 -1.99 -0.20
C -4.77 -1.26 -0.58 -1.66
C 1.03 -1.68 -1.23 -0.86
C -2.03 3.74 -1.60 -0.30
C -0.39 -1.90 -1.31 0.39
C -0.96 -3.13 -1.05 -0.26
C -2.25 4.01 3.13 -0.70
C -0.41 5.17 -1.97 -0.22
C -2.52 2.90 3.92 -0.70
C 3.45 1.55 -0.97 0.30
C 3.76 -2.16 -1.90 0.08
C -1.88 -2.56 5.00 -0.64
C -3.10 -3.16 3.02 -0.85
C -1.47 3.88 1.99 -0.74
C 3.17 2.04 -2.39 -1.76
C 2.28 1.85 -0.04 -0.87
C 5.08 -2.37 -1.48 -0.45
C 1.26 -0.14 2.76 -0.05
C 0.04 3.91 -2.22 -0.56
C -4.03 0.36 -2.29 -2.19
C -2.00 1.66 3.57 -0.33
C -1.40 -1.45 2.92 -0.13
C -2.61 6.12 -1.17 -0.84
C -2.33 -2.99 -1.27 -1.68
C 1.55 0.70 3.83 -0.06
C 3.21 -3.23 -2.85 0.37
C 2.25 -2.75 -3.94 -1.50
C -2.37 -2.23 2.29 -0.06
C 3.14 -0.94 -1.55 0.67
C 5.79 -1.41 -0.79 -1.42
C 3.92 0.11 -1.01 0.58
C -1.15 -1.63 4.28 -0.35
C 2.71 -4.50 -2.16 -1.29
C 3.54 -0.95 2.81 -0.42
C -3.96 -1.11 -1.87 3.02
C 3.81 -0.12 3.89 -0.68
C 5.22 -0.16 -0.61 -0.74
C -2.56 -1.67 -1.63 0.34
C -4.62 -1.95 -2.98 -1.94
C 2.27 -0.96 2.25 -0.27
C -0.96 2.63 1.64 0.46
C -1.21 1.51 2.43 -0.46
C -2.85 -3.33 4.38 -0.64
C 2.82 0.70 4.40 -0.73
H 1.00 3.57 -2.54 0.26
H 1.53 -2.50 -0.70 0.31
H 2.08 -1.58 1.38 0.20
H -2.99 3.34 -1.33 0.53
H 3.98 1.77 -3.07 0.45
H 2.49 1.55 0.98 0.09
H 4.11 -3.54 -3.39 0.65
H -4.06 -1.88 -3.91 0.40
H 2.08 2.93 -0.04 0.65
H 4.31 2.12 -0.60 0.75
H 3.03 1.36 5.23 0.40
H -2.23 0.80 4.19 0.37
H 6.80 -1.61 -0.46 0.36
H 2.24 1.61 -2.78 0.19
H 3.47 -4.90 -1.49 0.33
H -3.84 -3.77 2.52 0.45
H 5.55 -3.31 -1.73 0.50
H -5.79 -0.90 -0.73 0.52
H 2.10 -3.57 -4.65 0.51
H -3.42 -4.06 4.94 0.37
H -3.51 6.12 -1.79 0.34
H -2.89 6.00 -0.13 0.32
H 0.08 6.12 -2.03 0.45
H 4.32 -1.57 2.39 0.43
H -4.82 -2.30 -0.26 0.28
H 1.38 1.33 -0.38 -0.22
H 5.80 0.64 -0.15 0.42
H 1.27 -2.46 -3.57 0.17
H 2.48 -5.26 -2.91 0.46
H -2.10 7.06 -1.30 0.31
H -5.64 -1.59 -3.16 0.46
H -3.47 0.56 -3.21 0.32
H -2.64 4.98 3.41 0.38
H -0.37 2.53 0.74 0.04
H 1.80 -4.34 -1.57 0.15
H -1.25 4.74 1.37 0.60
H 2.67 -1.90 -4.48 0.31
H -4.68 -3.00 -2.70 0.33
H -0.37 -1.06 4.77 0.38
H -0.43 -4.02 -0.75 0.54
H -3.64 1.00 -1.50 0.17
H 3.10 3.14 -2.40 0.47
H -2.54 -2.12 1.23 0.34
H -3.13 3.00 4.80 0.42
H 0.79 1.36 4.22 0.38
H -4.31 -0.68 0.23 0.21
H -3.09 -3.76 -1.17 0.51
H -5.07 0.62 -2.46 0.52
H -1.67 -2.70 6.06 0.41
H 4.80 -0.10 4.32 0.38